The following is a quantum chemistry calculation of a structure of composition C27H36BCl3GaN6OS3SbSe4, from the OMol25 dataset.

* ΔE to the lowest compared entry with this formula, charge and spin: 184.3 kJ/mol
* E_tot: -430625.977 eV
* spin multiplicity: 1
* orbital gap (spin up / spin down): 5.772 / 5.327 eV

Each line ends with the Mulliken charge.
Geometry (Å):
Ga 0.06 -0.75 -0.49  0.174
C -2.35 2.48 -3.89  -1.576
C -2.94 2.46 -2.48  1.397
C -4.15 3.40 -2.44  -2.295
C -3.38 1.06 -2.06  -1.030
N -1.92 2.95 -1.50  0.473
C -2.11 4.03 -0.65  -0.136
C -1.01 4.12 0.13  -1.374
N -0.15 3.12 -0.23  0.103
B 1.20 2.96 0.53  1.334
N 0.92 2.45 1.94  0.433
C 1.68 2.91 3.00  -1.331
C 1.18 2.36 4.13  -0.297
N 0.11 1.56 3.77  0.411
C -0.03 1.61 2.42  -0.036
S -1.23 0.81 1.49  -0.143
C -0.66 0.74 4.76  1.338
C -2.14 1.11 4.71  -1.519
C -0.13 1.01 6.17  -2.263
C -0.45 -0.74 4.44  -1.368
N 2.25 2.15 -0.28  -0.094
C 2.97 2.82 -1.25  -1.195
C 3.97 2.02 -1.65  -0.536
N 3.87 0.84 -0.94  0.858
C 2.79 0.93 -0.12  -0.264
S 2.05 -0.34 0.82  -0.308
C 5.03 -0.13 -0.98  1.128
C 6.27 0.66 -0.55  -1.674
C 5.17 -0.64 -2.41  -1.281
C 4.87 -1.32 -0.04  -2.025
C -0.71 2.41 -1.21  -0.009
S 0.04 1.08 -2.03  -0.203
H -3.13 2.22 -4.60  0.471
H -1.54 1.77 -4.00  0.277
H -1.98 3.48 -4.13  0.394
H -4.87 3.04 -3.18  0.459
H -3.88 4.42 -2.71  0.509
H -4.64 3.39 -1.47  0.482
H -4.20 0.73 -2.70  0.595
H -3.73 1.07 -1.02  0.296
H -2.58 0.33 -2.15  -0.152
H -2.99 4.63 -0.67  0.534
H -0.78 4.81 0.92  0.600
H 1.67 4.07 0.64  -0.237
H 2.49 3.59 2.86  0.629
H 1.51 2.49 5.14  0.533
H -2.30 2.12 5.09  0.392
H -2.70 0.41 5.32  0.458
H -2.52 1.05 3.69  0.302
H -0.24 2.05 6.46  0.500
H 0.91 0.70 6.27  0.473
H -0.72 0.40 6.85  0.448
H -0.91 -0.99 3.49  0.046
H -0.91 -1.35 5.21  0.497
H 0.61 -0.98 4.38  0.355
H 2.69 3.80 -1.57  0.656
H 4.73 2.18 -2.40  0.569
H 6.57 1.39 -1.30  0.409
H 7.10 -0.04 -0.41  0.461
H 6.10 1.17 0.39  0.347
H 5.23 0.18 -3.14  0.357
H 4.34 -1.28 -2.68  0.165
H 6.09 -1.22 -2.49  0.470
H 4.78 -1.01 1.00  0.465
H 5.77 -1.92 -0.15  0.560
H 4.01 -1.94 -0.30  0.361
Cl 0.10 -3.88 -6.96  -0.238
C -0.28 -3.21 -5.40  0.341
C 0.74 -2.90 -4.52  -0.949
C 0.39 -2.38 -3.29  0.419
Cl 1.64 -2.00 -2.12  0.108
C -0.92 -2.14 -2.85  -0.044
O -1.22 -1.68 -1.67  -0.052
C -1.91 -2.48 -3.80  0.227
Cl -3.57 -2.24 -3.38  -0.189
C -1.60 -3.01 -5.04  -0.650
H 1.78 -3.06 -4.79  0.468
H -2.40 -3.27 -5.73  0.456
Se -2.19 -5.51 -0.64  -0.168
Sb -1.68 -4.54 1.59  0.772
Se -3.63 -4.37 3.01  -0.409
Se -0.57 -5.98 3.16  -0.440
Se -0.50 -2.40 1.21  -0.023